Here is C32H24Cl3MnN7OS2 as an isolated structure from OMol25. Energies are from ωB97M-V/def2-TZVPD.

```
70
Properties=species:S:1:pos:R:3:forces:R:3
Mn -0.148 0.309 0.400 0.089 0.265 0.456
Cl 1.470 4.728 -0.213 -0.017 -0.014 0.019
C 2.649 3.451 -0.178 -0.058 -0.078 -0.007
C 3.999 3.820 -0.201 0.107 -0.085 -0.008
C 4.970 2.864 -0.177 -0.088 0.033 0.005
Cl 6.642 3.345 -0.188 0.033 0.024 -0.005
C 4.626 1.492 -0.144 0.014 0.070 -0.014
C 5.581 0.455 -0.132 -0.009 -0.095 0.009
C 5.158 -0.841 -0.123 0.010 0.085 0.009
C 3.776 -1.100 -0.116 -0.015 0.011 0.017
N 2.853 -0.169 -0.110 0.005 -0.067 -0.032
C 3.256 1.129 -0.127 -0.013 0.018 0.034
C 2.218 2.129 -0.128 0.159 0.088 0.052
O 0.963 1.826 -0.093 -0.344 -0.093 -0.120
H 4.257 4.869 -0.235 0.022 0.007 0.004
H 6.633 0.703 -0.131 0.003 -0.002 -0.018
H 5.857 -1.666 -0.121 0.007 -0.002 0.001
H 3.436 -2.128 -0.120 0.008 -0.001 -0.005
S -7.632 0.270 0.974 0.056 -0.001 -0.005
N -6.588 1.504 0.879 0.025 -0.023 -0.007
C -5.378 0.982 0.786 -0.128 -0.002 0.003
C -4.138 1.729 0.686 0.049 0.050 -0.004
C -4.052 3.098 0.654 -0.005 -0.028 0.022
C -2.789 3.706 0.564 0.048 -0.032 0.035
C -1.668 2.903 0.514 -0.038 -0.025 0.023
N -1.720 1.565 0.552 0.044 0.149 -0.178
C -2.946 0.953 0.622 -0.017 -0.030 0.069
C -2.939 -0.448 0.633 -0.057 0.054 0.006
N -1.704 -1.068 0.555 0.140 0.017 -0.096
C -1.698 -2.408 0.590 -0.014 -0.070 0.094
C -2.823 -3.199 0.656 0.037 0.029 0.016
C -4.085 -2.577 0.714 0.023 0.073 0.024
C -4.142 -1.208 0.716 0.037 -0.082 -0.022
C -5.378 -0.447 0.801 -0.137 -0.017 0.013
N -6.587 -0.967 0.906 0.026 0.032 -0.011
H -4.959 3.687 0.699 -0.008 0.008 -0.005
H -2.680 4.780 0.529 -0.005 0.009 0.001
H -0.672 3.317 0.435 -0.020 0.003 -0.040
H -0.723 -2.873 0.565 -0.015 0.006 -0.001
H -2.719 -4.274 0.661 0.002 -0.009 0.010
H -5.000 -3.152 0.767 -0.011 -0.006 -0.001
Cl 2.563 -8.696 -0.453 0.000 -0.003 0.000
C 2.175 -7.006 -0.457 0.000 -0.024 0.008
C 2.454 -6.237 0.670 0.009 -0.004 -0.022
C 2.143 -4.897 0.666 -0.013 0.007 -0.015
C 1.547 -4.280 -0.464 -0.034 -0.025 0.038
C 1.228 -2.919 -0.451 0.171 -0.120 -0.138
C 1.286 -5.098 -1.592 -0.002 0.003 0.001
C 1.590 -6.440 -1.586 0.019 -0.012 0.009
H 2.915 -6.699 1.532 -0.005 -0.007 0.007
H 2.360 -4.290 1.538 -0.011 0.005 0.007
H 0.822 -2.431 -1.327 -0.023 0.005 0.013
H 1.432 -2.319 0.425 -0.082 0.036 -0.018
H 0.834 -4.654 -2.470 -0.010 0.011 0.001
H 1.382 -7.059 -2.448 0.006 -0.006 -0.008
S 1.104 -0.234 2.546 0.243 -0.223 -0.130
C -0.017 -0.030 3.814 -0.290 0.140 -0.115
N -0.415 -1.062 4.562 0.211 0.004 0.056
C -1.175 -0.928 5.801 -0.105 -0.005 -0.029
C -0.960 0.468 6.361 0.011 0.000 -0.037
C -1.304 1.477 5.278 -0.111 -0.029 -0.036
N -0.502 1.181 4.098 0.155 -0.043 -0.001
H 0.001 -1.945 4.317 -0.039 -0.012 -0.004
H -0.835 -1.695 6.496 0.014 0.015 -0.004
H -2.237 -1.098 5.602 0.007 -0.015 0.031
H 0.089 0.587 6.643 -0.013 0.015 0.051
H -1.573 0.626 7.246 -0.037 -0.013 -0.022
H -1.087 2.496 5.593 0.025 -0.013 -0.003
H -2.368 1.421 5.028 0.001 0.030 0.023
H -0.153 1.926 3.516 -0.038 0.012 -0.006
```
Positions in Å, forces in eV/Å.

⟨S²⟩: 8.83
LUMO level (alpha / beta), eV: -0.077 / -0.748
Multiplicity: 6

These are the natural (NBO) partial charges, in e, on atoms 1 to 8: atom 1 (Mn): 1.296, atom 2 (Cl): -0.011, atom 3 (C): -0.123, atom 4 (C): -0.216, atom 5 (C): -0.051, atom 6 (Cl): -0.015, atom 7 (C): -0.127, atom 8 (C): -0.140


Here is C32H25Br2CoF4N7O2PS as an isolated structure from OMol25. Energies are from ωB97M-V/def2-TZVPD.

```
75
Properties=species:S:1:pos:R:3:forces:R:3
Co 0.136 0.784 -0.210 -0.574 -0.259 -0.356
C -3.943 3.530 0.109 0.041 0.024 -0.017
C -2.524 3.939 -0.026 0.029 0.018 0.042
N -2.025 5.094 0.281 0.266 -0.220 -0.122
N -0.680 4.960 0.014 -0.020 0.340 0.055
C -0.325 3.754 -0.438 -0.127 -0.096 0.085
S 1.145 3.080 -0.857 0.153 0.238 -0.045
N -1.522 3.106 -0.473 -0.138 -0.286 -0.121
N -1.586 1.755 -0.860 0.402 0.322 -0.130
H -4.502 4.350 0.551 0.006 0.013 -0.014
H -4.034 2.657 0.759 0.006 0.013 -0.009
H -4.378 3.293 -0.864 0.004 -0.013 0.004
H -0.059 5.741 0.141 -0.040 -0.008 0.017
H -2.387 1.325 -0.407 0.034 -0.039 0.048
H -1.699 1.711 -1.870 -0.166 -0.015 0.091
F -0.816 -0.727 -7.713 -0.006 0.011 0.097
C -0.546 -0.736 -6.416 -0.037 -0.006 -0.196
C 0.741 -0.929 -5.975 0.115 -0.014 -0.058
F 1.722 -1.102 -6.851 -0.034 0.004 0.057
C 1.015 -0.944 -4.614 0.168 -0.013 -0.058
F 2.301 -1.126 -4.307 -0.124 -0.004 0.087
C 0.027 -0.780 -3.652 0.034 0.276 0.079
P 0.342 -0.821 -1.824 -0.015 -0.339 1.001
C 2.073 -1.411 -1.624 -0.023 -0.001 -0.167
C 3.060 -0.431 -1.517 0.071 0.017 -0.032
C 4.374 -0.776 -1.247 -0.054 -0.023 -0.010
C 4.718 -2.111 -1.063 -0.045 -0.019 0.001
C 3.746 -3.093 -1.174 -0.011 0.076 -0.020
C 2.429 -2.745 -1.460 0.003 -0.013 0.044
C -0.638 -2.344 -1.426 -0.001 0.038 -0.339
C -1.389 -2.396 -0.257 0.061 0.037 0.093
C -2.146 -3.519 0.054 0.013 -0.017 -0.014
C -2.174 -4.604 -0.812 0.038 0.087 -0.006
C -1.437 -4.561 -1.990 -0.015 0.041 0.067
C -0.681 -3.439 -2.292 0.013 0.016 -0.096
C -1.269 -0.555 -4.137 -0.041 -0.033 -0.029
Br -2.761 -0.272 -3.007 -0.035 -0.224 -0.076
C -1.554 -0.545 -5.487 -0.074 0.021 -0.092
F -2.787 -0.349 -5.945 0.016 0.006 0.103
H 2.792 0.613 -1.641 -0.006 -0.005 0.004
H 5.132 -0.006 -1.178 -0.010 -0.001 0.004
H 5.741 -2.383 -0.835 -0.011 0.009 -0.021
H 4.010 -4.136 -1.046 -0.015 0.011 0.007
H 1.683 -3.525 -1.537 0.024 0.009 0.014
H -1.378 -1.537 0.409 -0.039 0.035 0.000
H -2.726 -3.540 0.969 0.011 0.004 -0.023
H -2.775 -5.474 -0.580 0.013 0.017 0.012
H -1.456 -5.398 -2.676 -0.004 0.017 0.009
H -0.123 -3.417 -3.222 -0.004 0.007 0.012
Br -3.143 0.454 2.771 0.040 -0.008 0.030
C -2.239 1.574 4.015 -0.180 0.006 0.013
C -2.956 1.951 5.137 -0.022 0.028 0.048
C -2.362 2.750 6.104 -0.033 -0.030 -0.027
C -1.045 3.161 5.959 0.005 -0.025 -0.044
C -0.326 2.761 4.847 0.032 0.014 0.064
C -0.914 1.972 3.859 0.158 -0.003 -0.065
C -0.116 1.611 2.661 0.259 0.130 0.162
O 1.165 1.388 2.935 -0.228 -0.106 0.007
O -0.605 1.552 1.548 0.035 -0.115 -0.077
H -3.977 1.615 5.254 0.008 0.013 0.005
H -2.933 3.045 6.974 0.008 -0.006 -0.024
H -0.581 3.786 6.709 0.001 -0.014 -0.013
H 0.705 3.064 4.726 -0.004 -0.015 -0.006
N 2.327 -2.818 3.094 0.072 -0.147 0.014
C 2.371 -1.604 2.520 -0.027 0.155 -0.129
C 1.484 -1.235 1.471 0.337 -0.339 0.134
N 1.425 -0.018 1.017 -0.052 0.381 -0.072
C 2.074 0.973 1.827 -0.075 0.060 0.049
C 3.287 0.454 2.529 0.114 -0.043 0.025
N 3.382 -0.768 2.912 -0.223 0.001 -0.148
H 1.723 -3.538 2.738 -0.018 0.009 0.015
H 3.090 -3.084 3.695 -0.014 -0.003 0.009
H 0.916 -2.001 0.953 0.003 0.001 0.066
H 2.269 1.869 1.245 -0.007 0.016 -0.056
H 4.114 1.129 2.723 -0.047 -0.017 0.035
```
Positions in Å, forces in eV/Å.

Energy above the lowest of the compared OMol25 structures with the same formula, charge and spin, kJ/mol: 309.5
⟨S²⟩: 0.77
Net charge: +1
LUMO level (alpha / beta), eV: -2.397 / -3.775
Multiplicity: 2

These are the Mulliken partial charges, in e, on atoms 1 to 8: atom 1 (Co): 0.479, atom 2 (C): -1.163, atom 3 (C): 1.016, atom 4 (N): -0.846, atom 5 (N): 0.181, atom 6 (C): 0.286, atom 7 (S): -0.468, atom 8 (N): 0.452


Here is C32H25BrN3NaO5 as an isolated structure from OMol25. Energies are from ωB97M-V/def2-TZVPD.

```
67
Properties=species:S:1:pos:R:3:forces:R:3
Na -0.050 -0.787 -0.026 -0.126 0.538 -0.017
C -1.437 3.810 1.637 -0.003 0.068 0.040
C -0.112 3.275 1.168 0.005 -0.040 -0.048
C 0.703 2.537 2.013 -0.016 -0.044 0.017
C 1.892 1.969 1.562 -0.034 -0.101 0.017
C 2.715 1.078 2.456 0.062 0.062 0.054
C 2.262 2.179 0.240 0.051 -0.017 -0.067
C 1.457 2.899 -0.640 -0.010 -0.094 0.059
C 1.812 2.981 -2.100 0.048 0.070 -0.041
C 0.282 3.452 -0.157 -0.054 0.025 -0.018
H -2.264 3.290 1.147 0.110 0.001 -0.038
H -1.533 4.876 1.415 -0.010 -0.005 0.011
H -1.559 3.673 2.713 0.030 0.010 -0.009
H 0.385 2.349 3.034 0.012 0.020 -0.025
H 2.481 0.021 2.298 -0.056 0.048 -0.074
H 2.520 1.287 3.509 0.007 0.011 -0.010
H 3.784 1.210 2.270 -0.005 0.017 0.002
H 3.184 1.737 -0.128 -0.017 0.023 -0.004
H 1.524 2.062 -2.617 -0.032 -0.014 0.074
H 2.887 3.112 -2.246 -0.006 0.000 0.022
H 1.299 3.812 -2.589 -0.003 -0.003 0.019
H -0.373 3.987 -0.841 0.005 -0.005 0.030
Br -7.231 1.152 -1.550 0.027 -0.012 -0.008
C -5.414 0.967 -0.991 0.157 0.052 0.283
C -5.064 1.268 0.342 -0.175 -0.002 -0.042
C -3.772 1.154 0.769 0.087 -0.015 -0.175
C -2.692 0.758 -0.114 -0.097 0.082 -0.194
O -1.504 0.724 0.271 -0.664 0.367 0.265
C -3.108 0.412 -1.463 0.208 -0.249 -0.307
C -2.189 -0.141 -2.444 -0.247 0.260 0.274
N -0.932 -0.297 -2.264 0.520 -0.510 -0.453
C -0.125 -0.950 -3.243 -0.091 0.488 0.893
C -0.542 -1.404 -4.462 0.071 -0.262 -0.471
C 0.333 -2.104 -5.330 -0.311 0.186 0.186
C 1.620 -2.350 -4.961 0.149 0.010 0.126
C 2.098 -1.882 -3.709 0.243 -0.152 -0.194
C 3.426 -2.128 -3.264 -0.134 -0.106 -0.284
C 3.829 -1.656 -2.064 -0.112 0.207 0.342
C 2.907 -0.896 -1.291 0.214 -0.202 0.038
N 1.686 -0.640 -1.658 -0.055 -0.348 -0.694
C 1.250 -1.161 -2.858 -0.228 0.444 0.425
C -4.453 0.529 -1.856 0.057 -0.015 -0.103
H -5.837 1.579 1.035 0.004 -0.005 -0.008
H -3.508 1.362 1.799 -0.018 -0.014 -0.019
H -2.668 -0.450 -3.382 -0.102 0.049 -0.004
H -1.568 -1.252 -4.769 0.032 -0.036 -0.055
H -0.041 -2.459 -6.283 0.000 0.006 -0.004
H 2.290 -2.906 -5.607 0.013 0.002 0.018
H 4.091 -2.715 -3.889 -0.026 0.014 -0.012
H 4.813 -1.859 -1.662 -0.010 0.004 -0.016
H 3.214 -0.526 -0.319 -0.014 -0.019 -0.034
H -4.722 0.260 -2.873 0.008 0.000 0.005
O -0.867 -3.338 6.810 0.114 0.067 -0.087
C -0.187 -3.755 5.845 -0.182 -0.299 0.196
O 0.427 -4.837 5.727 -0.026 0.160 0.045
C -0.122 -2.821 4.621 0.112 0.074 -0.189
C -0.695 -1.552 4.635 -0.046 -0.010 0.112
C -0.593 -0.745 3.518 0.113 -0.030 -0.151
N 0.029 -1.118 2.391 -0.033 -0.376 0.255
C 0.564 -2.349 2.373 0.027 0.111 -0.114
C 0.520 -3.215 3.458 0.021 0.065 0.051
C 1.229 -2.709 1.045 0.056 -0.146 -0.090
O 2.476 -2.702 1.021 -0.071 -0.089 -0.049
O 0.433 -2.882 0.074 0.436 -0.350 0.314
H -1.214 -1.233 5.531 0.008 0.034 -0.027
H -1.030 0.250 3.502 -0.002 0.003 -0.018
H 0.984 -4.191 3.421 0.008 -0.007 -0.023
```
Positions in Å, forces in eV/Å.

Energy above the lowest of the compared OMol25 structures with the same formula, charge and spin, kJ/mol: 61.7
Net charge: -2
LUMO level, eV: 3.662

These are the natural (NBO) partial charges, in e, on atoms 1 to 8: atom 1 (Na): 0.892, atom 2 (C): -0.631, atom 3 (C): 0.014, atom 4 (C): -0.177, atom 5 (C): -0.002, atom 6 (C): -0.641, atom 7 (C): -0.269, atom 8 (C): 0.096


no.,DFT total energy (a.u.)
1,-5020.357865
2,-9437.752114
3,-4511.414749